{"formula": "C27H22N2O16PS", "method": "ωB97M-V/def2-TZVPD", "e_lumo_ev": -4.0, "total_charge": 1, "mol_weight_g_mol": 693.51, "species": ["S", "P", "C", "C", "N", "C", "N", "H", "H", "H", "H", "H", "H", "C", "C", "C", "O", "C", "C", "C", "O", "O", "O", "H", "H", "H", "H", "C", "C", "C", "O", "C", "C", "C", "O", "O", "O", "H", "H", "H", "H", "C", "C", "C", "O", "C", "C", "C", "O", "O", "O", "H", "H", "H", "H", "C", "C", "C", "O", "C", "C", "C", "O", "O", "O", "H", "H", "H", "H"], "coordinates": [[2.671, -1.639, 3.783], [2.397, -0.338, 2.390], [0.630, 0.054, 2.206], [-0.392, -0.836, 2.115], [-1.541, -0.066, 2.030], [-1.240, 1.224, 2.064], [0.085, 1.328, 2.163], [2.814, -0.788, 1.132], [2.941, 0.938, 2.622], [-0.375, -1.916, 2.130], [-2.480, -0.436, 1.967], [-1.935, 2.051, 2.026], [0.586, 2.203, 2.206], [8.046, -1.705, 3.094], [9.163, -1.014, 3.374], [9.118, 0.387, 3.940], [10.178, 0.929, 4.177], [7.819, 1.002, 4.168], [6.714, 0.305, 3.888], [6.760, -1.095, 3.335], [5.681, -1.625, 3.117], [5.473, 0.758, 4.072], [10.381, -1.491, 3.180], [8.067, -2.705, 2.686], [7.795, 2.006, 4.566], [4.899, 0.002, 3.825], [11.002, -0.792, 3.465], [-3.920, 3.549, 0.490], [-4.612, 3.577, -0.663], [-6.113, 3.380, -0.698], [-6.646, 3.435, -1.788], [-6.805, 3.135, 0.552], [-6.108, 3.105, 1.698], [-4.616, 3.320, 1.731], [-4.063, 3.276, 2.820], [-6.664, 2.883, 2.880], [-4.042, 3.767, -1.835], [-2.848, 3.692, 0.525], [-7.874, 2.981, 0.518], [-5.947, 2.922, 3.541], [-4.760, 3.733, -2.502], [0.519, 0.074, -3.143], [0.594, -0.037, -4.483], [-0.370, 0.680, -5.399], [-0.215, 0.533, -6.594], [-1.416, 1.488, -4.797], [-1.486, 1.583, -3.463], [-0.506, 0.884, -2.556], [-0.653, 1.042, -1.344], [-2.411, 2.294, -2.823], [1.501, -0.771, -5.089], [1.205, -0.440, -2.485], [-2.113, 1.987, -5.456], [-2.203, 2.159, -1.880], [1.337, -0.680, -6.050], [-3.078, -5.101, -2.711], [-2.379, -4.360, -3.587], [-1.679, -3.095, -3.166], [-1.040, -2.463, -3.984], [-1.794, -2.665, -1.784], [-2.491, -3.404, -0.919], [-3.172, -4.684, -1.324], [-3.766, -5.288, -0.453], [-2.630, -3.059, 0.361], [-2.248, -4.675, -4.867], [-3.583, -6.013, -2.998], [-1.299, -1.745, -1.501], [-3.171, -3.758, 0.783], [-1.697, -3.983, -5.278]], "lowdin_charge": [0.26, 0.39, -0.40, -0.03, 0.14, -0.04, 0.13, 0.00, -0.01, 0.14, 0.18, 0.14, 0.18, 0.08, -0.23, -0.31, 0.12, 0.08, -0.23, -0.31, 0.02, 0.07, 0.13, 0.14, 0.14, 0.03, 0.13, 0.05, -0.22, -0.30, 0.13, 0.09, -0.23, -0.33, 0.08, 0.13, 0.11, 0.12, 0.14, 0.12, 0.14, 0.04, -0.24, -0.30, 0.13, 0.09, -0.22, -0.32, 0.04, 0.09, 0.14, 0.14, 0.14, 0.10, 0.13, 0.09, -0.23, -0.29, 0.12, 0.08, -0.23, -0.31, 0.12, 0.08, 0.13, 0.14, 0.12, 0.12, 0.13]}

=====

{"formula": "C60H165N15O15", "method": "ωB97M-V/def2-TZVPD", "e_lumo_ev": 0.4, "total_charge": 0, "relative_energy_ev": 5.8653, "mol_weight_g_mol": 1337.07, "species": ["C", "C", "C", "O", "C", "N", "H", "H", "H", "H", "H", "H", "H", "H", "H", "H", "H", "C", "C", "C", "O", "C", "N", "H", "H", "H", "H", "H", "H", "H", "H", "H", "H", "H", "C", "C", "C", "O", "C", "N", "H", "H", "H", "H", "H", "H", "H", "H", "H", "H", "H", "C", "C", "C", "O", "C", "N", "H", "H", "H", "H", "H", "H", "H", "H", "H", "H", "H", "C", "C", "C", "O", "C", "N", "H", "H", "H", "H", "H", "H", "H", "H", "H", "H", "H", "C", "C", "C", "O", "C", "N", "H", "H", "H", "H", "H", "H", "H", "H", "H", "H", "H", "C", "C", "C", "O", "C", "N", "H", "H", "H", "H", "H", "H", "H", "H", "H", "H", "H", "C", "C", "C", "O", "C", "N", "H", "H", "H", "H", "H", "H", "H", "H", "H", "H", "H", "C", "C", "C", "O", "C", "N", "H", "H", "H", "H", "H", "H", "H", "H", "H", "H", "H", "C", "C", "C", "O", "C", "N", "H", "H", "H", "H", "H", "H", "H", "H", "H", "H", "H", "C", "C", "C", "O", "C", "N", "H", "H", "H", "H", "H", "H", "H", "H", "H", "H", "H", "C", "C", "C", "O", "C", "N", "H", "H", "H", "H", "H", "H", "H", "H", "H", "H", "H", "C", "C", "C", "O", "C", "N", "H", "H", "H", "H", "H", "H", "H", "H", "H", "H", "H", "C", "C", "C", "O", "C", "N", "H", "H", "H", "H", "H", "H", "H", "H", "H", "H", "H", "C", "C", "C", "O", "C", "N", "H", "H", "H", "H", "H", "H", "H", "H", "H", "H", "H"], "coordinates": [[-3.314, 3.850, -2.775], [-2.519, 4.133, -4.087], [-2.670, 5.541, -4.680], [-2.005, 5.592, -5.916], [-2.340, 6.649, -6.782], [-1.094, 3.938, -3.728], [-4.394, 3.760, -2.894], [-3.030, 4.654, -2.096], [-2.994, 2.927, -2.291], [-2.923, 3.425, -4.811], [-2.175, 6.276, -4.045], [-3.712, 5.852, -4.739], [-1.871, 6.429, -7.741], [-2.089, 7.658, -6.456], [-3.415, 6.637, -6.963], [-0.981, 4.679, -3.052], [-0.490, 4.278, -4.463], [-8.449, -0.116, 4.970], [-7.232, -0.738, 4.366], [-6.159, 0.261, 3.971], [-5.021, -0.295, 3.307], [-5.246, -0.878, 1.990], [-6.650, -1.686, 5.281], [-9.220, -0.853, 5.194], [-8.919, 0.584, 4.280], [-8.222, 0.374, 5.917], [-7.545, -1.262, 3.463], [-5.697, 0.708, 4.851], [-6.570, 1.049, 3.339], [-5.775, -1.825, 1.886], [-4.269, -1.141, 1.584], [-5.683, -0.115, 1.346], [-6.066, -1.060, 5.818], [-6.020, -2.140, 4.635], [2.585, -1.020, -2.690], [2.214, -1.742, -3.958], [0.781, -2.262, -3.961], [0.421, -3.139, -2.852], [0.723, -4.525, -2.980], [2.511, -0.891, -5.106], [2.378, -1.535, -1.752], [2.075, -0.058, -2.721], [3.641, -0.788, -2.825], [2.902, -2.575, -4.102], [0.535, -2.787, -4.884], [0.135, -1.385, -3.920], [0.314, -5.074, -2.131], [1.800, -4.689, -3.001], [0.220, -4.954, -3.847], [2.318, -1.386, -5.964], [1.777, -0.209, -4.976], [0.660, -6.901, 0.704], [-0.272, -7.600, -0.292], [-0.180, -9.198, -0.240], [1.091, -9.695, -0.537], [1.012, -11.127, -0.755], [-1.687, -7.192, -0.123], [0.546, -5.817, 0.681], [1.707, -7.077, 0.457], [0.534, -7.215, 1.740], [-0.030, -7.301, -1.312], [-0.908, -9.514, -0.987], [-0.565, -9.555, 0.715], [0.393, -11.360, -1.621], [0.642, -11.698, 0.096], [2.012, -11.514, -0.950], [-1.693, -6.188, -0.234], [-1.904, -7.237, 0.862], [-3.743, -3.860, 0.295], [-3.002, -3.586, -0.988], [-3.180, -2.147, -1.434], [-4.386, -2.077, -2.237], [-5.479, -1.261, -1.762], [-1.590, -3.873, -0.753], [-3.375, -3.298, 1.154], [-3.475, -4.869, 0.608], [-4.821, -3.758, 0.175], [-3.364, -4.248, -1.775], [-2.322, -1.674, -1.911], [-3.312, -1.578, -0.514], [-5.850, -1.562, -0.782], [-6.292, -1.327, -2.485], [-5.139, -0.238, -1.601], [-0.987, -3.569, -1.505], [-1.319, -3.336, 0.058], [1.757, 3.987, 2.272], [2.500, 2.682, 2.645], [2.851, 1.892, 1.365], [3.564, 0.681, 1.667], [4.287, 0.105, 0.535], [3.676, 3.240, 3.220], [1.444, 4.394, 3.234], [0.930, 3.738, 1.607], [2.284, 4.834, 1.834], [1.939, 2.045, 3.330], [3.518, 2.439, 0.698], [1.956, 1.695, 0.775], [5.168, 0.739, 0.435], [3.629, 0.059, -0.333], [4.529, -0.941, 0.722], [4.205, 3.717, 2.503], [4.360, 2.582, 3.564], [0.130, -6.105, 4.718], [-0.351, -4.953, 3.776], [-1.879, -4.972, 3.453], [-2.086, -6.169, 2.615], [-3.429, -6.614, 2.639], [0.079, -3.723, 4.520], [1.219, -6.055, 4.730], [-0.158, -7.123, 4.456], [-0.261, -6.021, 5.732], [0.185, -5.112, 2.840], [-2.099, -4.046, 2.922], [-2.462, -4.984, 4.373], [-4.237, -5.884, 2.577], [-3.640, -7.233, 3.511], [-3.562, -7.260, 1.772], [-0.390, -3.694, 5.414], [1.082, -3.676, 4.628], [-3.019, 2.854, 3.110], [-2.543, 4.259, 3.532], [-3.318, 5.358, 2.732], [-3.136, 5.347, 1.284], [-1.750, 5.556, 0.916], [-2.616, 4.416, 4.977], [-4.084, 2.626, 3.144], [-2.477, 2.070, 3.638], [-2.687, 2.694, 2.085], [-1.498, 4.402, 3.260], [-3.146, 6.287, 3.275], [-4.373, 5.105, 2.841], [-1.247, 4.601, 1.062], [-1.199, 6.268, 1.531], [-1.855, 5.943, -0.098], [-3.576, 4.347, 5.283], [-2.118, 3.689, 5.471], [-1.621, 0.558, -5.311], [-0.343, 1.060, -5.958], [-0.444, 2.252, -6.848], [-1.275, 1.923, -7.900], [-1.498, 2.872, -8.906], [0.524, 1.225, -4.809], [-2.451, 0.574, -6.017], [-1.915, 1.230, -4.505], [-1.559, -0.451, -4.903], [0.132, 0.227, -6.477], [0.524, 2.581, -7.226], [-0.858, 3.159, -6.405], [-2.012, 3.717, -8.448], [-2.218, 2.375, -9.556], [-0.652, 3.270, -9.467], [-0.033, 1.761, -4.159], [1.250, 1.885, -5.045], [0.296, 9.085, -2.422], [0.046, 8.486, -1.075], [1.032, 7.314, -0.835], [0.677, 6.271, -1.699], [1.127, 5.021, -1.183], [0.254, 9.430, 0.051], [-0.349, 9.954, -2.552], [0.012, 8.396, -3.218], [1.296, 9.466, -2.631], [-1.007, 8.204, -1.075], [0.888, 6.982, 0.193], [2.044, 7.665, -1.034], [2.187, 4.987, -0.932], [0.986, 4.372, -2.048], [0.471, 4.704, -0.372], [-0.129, 10.271, -0.357], [1.231, 9.576, 0.260], [-0.408, 0.983, 7.652], [-1.799, 1.247, 7.190], [-2.693, -0.029, 7.273], [-2.088, -1.033, 6.508], [-2.609, -1.186, 5.142], [-2.306, 2.254, 8.139], [-0.263, 0.701, 8.694], [0.234, 1.864, 7.649], [-0.006, 0.158, 7.064], [-1.828, 1.766, 6.232], [-3.754, 0.137, 7.087], [-2.698, -0.448, 8.279], [-2.057, -1.836, 4.463], [-2.655, -0.205, 4.671], [-3.623, -1.579, 5.217], [-1.660, 3.027, 8.212], [-2.141, 1.862, 9.055], [1.353, -2.485, 0.733], [0.467, -1.295, 1.242], [0.140, -0.376, 0.039], [-0.406, 0.874, 0.392], [-0.854, 1.616, -0.683], [-0.739, -1.867, 1.838], [1.462, -3.295, 1.454], [2.350, -2.146, 0.452], [0.864, -2.963, -0.116], [1.036, -0.679, 1.938], [-0.457, -0.945, -0.673], [1.076, -0.054, -0.418], [-0.025, 1.668, -1.389], [-0.851, 2.625, -0.273], [-1.738, 1.300, -1.237], [-0.562, -2.392, 2.683], [-1.367, -1.114, 2.078], [4.673, -3.824, -1.106], [5.614, -4.893, -1.718], [6.315, -4.612, -3.087], [6.891, -5.727, -3.701], [7.358, -5.502, -5.031], [6.617, -5.037, -0.660], [3.719, -3.645, -1.602], [5.169, -2.856, -1.171], [4.512, -4.162, -0.082], [5.032, -5.814, -1.756], [7.122, -3.893, -2.944], [5.571, -4.339, -3.836], [8.128, -6.234, -5.275], [7.733, -4.510, -5.282], [6.546, -5.718, -5.725], [7.331, -5.739, -0.790], [7.083, -4.161, -0.469], [3.373, 3.013, -2.889], [3.082, 4.020, -4.079], [4.196, 4.989, -4.581], [4.343, 6.201, -3.771], [3.548, 7.307, -4.249], [2.665, 3.108, -5.202], [3.854, 3.581, -2.093], [4.132, 2.316, -3.245], [2.464, 2.512, -2.558], [2.270, 4.633, -3.689], [4.158, 5.267, -5.634], [5.151, 4.464, -4.574], [3.699, 8.182, -3.617], [2.504, 6.998, -4.294], [3.744, 7.628, -5.272], [3.347, 2.369, -5.297], [2.729, 3.641, -6.058], [2.526, -0.172, 5.292], [3.989, -0.631, 4.999], [4.061, -1.782, 3.950], [5.392, -2.228, 3.711], [5.588, -3.089, 2.624], [4.626, 0.527, 4.464], [2.008, 0.259, 4.436], [2.524, 0.627, 6.033], [1.894, -1.028, 5.526], [4.372, -1.115, 5.897], [3.474, -1.635, 3.044], [3.620, -2.698, 4.344], [4.829, -3.868, 2.559], [6.589, -3.521, 2.610], [5.635, -2.439, 1.751], [4.225, 0.652, 3.546], [5.582, 0.259, 4.278]], "lowdin_charge": [-0.03, -0.39, -0.21, -0.20, -0.11, 0.07, 0.08, 0.07, 0.05, 0.13, 0.12, 0.13, 0.09, 0.09, 0.09, 0.05, 0.06, -0.07, -0.49, -0.20, -0.22, -0.08, 0.06, 0.08, 0.08, 0.08, 0.14, 0.13, 0.12, 0.08, 0.06, 0.09, 0.06, 0.06, -0.07, -0.46, -0.15, -0.24, -0.09, 0.05, 0.05, 0.06, 0.08, 0.12, 0.12, 0.10, 0.06, 0.08, 0.09, 0.07, 0.00, -0.06, -0.37, -0.22, -0.18, -0.10, 0.05, 0.05, 0.07, 0.07, 0.12, 0.11, 0.12, 0.08, 0.08, 0.08, 0.02, 0.02, -0.05, -0.41, -0.17, -0.19, -0.09, 0.07, 0.06, 0.05, 0.09, 0.15, 0.11, 0.10, 0.06, 0.09, 0.08, 0.03, 0.04, -0.06, -0.40, -0.17, -0.24, -0.04, 0.03, 0.08, 0.05, 0.08, 0.13, 0.12, 0.10, 0.10, 0.06, 0.06, 0.08, 0.04, -0.07, -0.37, -0.13, -0.22, -0.13, 0.04, 0.07, 0.07, 0.07, 0.10, 0.09, 0.13, 0.08, 0.09, 0.08, 0.07, 0.06, -0.05, -0.42, -0.17, -0.18, -0.09, 0.04, 0.07, 0.06, 0.07, 0.11, 0.12, 0.12, 0.05, 0.09, 0.08, 0.07, 0.04, -0.04, -0.41, -0.22, -0.18, -0.10, 0.02, 0.08, 0.06, 0.07, 0.13, 0.12, 0.11, 0.08, 0.09, 0.09, 0.04, 0.01, -0.08, -0.43, -0.21, -0.20, -0.10, 0.04, 0.07, 0.07, 0.08, 0.13, 0.11, 0.13, 0.09, 0.06, 0.05, 0.06, 0.07, -0.08, -0.41, -0.20, -0.20, -0.04, 0.02, 0.09, 0.08, 0.07, 0.11, 0.12, 0.13, 0.05, 0.07, 0.07, 0.06, 0.06, -0.03, -0.36, -0.19, -0.19, -0.12, 0.07, 0.07, 0.05, 0.06, 0.12, 0.12, 0.10, 0.08, 0.07, 0.08, 0.02, 0.07, -0.06, -0.38, -0.21, -0.20, -0.10, 0.02, 0.05, 0.07, 0.07, 0.14, 0.12, 0.12, 0.08, 0.08, 0.08, 0.07, 0.07, -0.05, -0.35, -0.16, -0.19, -0.10, 0.03, 0.07, 0.07, 0.06, 0.10, 0.11, 0.12, 0.08, 0.07, 0.08, 0.08, 0.07, -0.05, -0.39, -0.19, -0.19, -0.11, 0.04, 0.05, 0.08, 0.06, 0.14, 0.11, 0.11, 0.09, 0.09, 0.06, 0.03, 0.08]}